The following is a quantum chemistry calculation of a single CN4S2 molecule in a non-equilibrium geometry, from the Open Molecules 2025 dataset.

Structure (XYZ):
```
7
CN4S2 | the Open Molecules 2025 dataset | wB97M-V/def2-TZVPD
N 2.136 -2.425 0.718
N 1.474 -1.624 0.258
S -1.881 0.436 0.628
S -0.494 -0.456 -0.720
N 0.946 -0.570 -0.098
C -1.296 1.853 -0.126
N -0.885 2.786 -0.661
```

The total energy is -28664.14063 eV. The lowest unoccupied orbital energy comes out at -0.89 eV. The value obtained for the energy above the lowest of the compared OMol25 structures with the same formula, charge and spin is 10.5 kcal per mole. The value obtained for the HOMO-LUMO gap is 8.68 eV. Its net charge is 0.